Entry 1:
ORCA calculation (ωB97M-V with the def2-TZVPD basis set) on C3H2IN2 as an isolated structure.

```
8
Properties=species:S:1:pos:R:3:forces:R:3:lowdin_charge:R:1
C 0.518355 1.531981 -0.031764 -2.3 -3.0 -2.7 0.06
C 0.437933 -0.290811 0.708498 0.6 1.6 -1.5 -0.16
C -0.297758 -0.219800 -0.568512 0.2 -3.6 -2.1 -0.65
N 0.991362 0.872142 0.955280 1.0 1.2 2.1 0.21
N -0.190497 1.200924 -0.993372 1.1 2.1 0.9 0.17
I -2.296054 -0.851848 0.140818 0.9 0.5 -0.6 1.01
H 0.651952 -1.134653 1.257397 0.3 -1.8 1.4 0.11
H 0.184709 -1.107936 -1.468346 -1.7 3.0 2.6 0.26
```
Positions in Å, forces in eV/Å.

Results
* net charge: +1
* lowest unoccupied orbital energy: -8.4 eV
* spin multiplicity: 1
* largest force on an atom: 0.0914 hartree/bohr


Entry 2:
ORCA calculation (ωB97M-V with the def2-TZVPD basis set) on a 2-piece molecular cluster, C3H2IN3 overall.

```
9
Properties=species:S:1:pos:R:3:forces:R:3:lowdin_charge:R:1
C 1.195560 0.480115 0.027397 -0.6 -0.5 0.0 -0.15
C 3.037059 2.088923 -0.024704 -0.9 -1.1 0.2 0.47
C -2.812724 -1.327555 -0.007941 0.9 -1.4 0.0 -0.71
N 0.276714 -0.200532 0.024361 -0.3 -0.2 0.0 0.31
N 2.212172 1.294188 0.024491 1.7 1.7 -0.2 0.24
N -2.161151 -2.279314 0.000253 -0.9 1.2 0.0 0.27
I -3.940350 0.275609 -0.012556 -0.1 0.1 0.0 1.24
H 3.833647 2.814208 -0.039999 0.3 0.3 0.0 0.18
H -1.640926 -3.145640 0.008702 0.0 0.0 0.0 0.16
```
Positions in Å, forces in eV/Å.

Results
* net charge: +2
* lowest unoccupied orbital energy: -9.8 eV
* spin multiplicity: 1
* largest force on an atom: 0.0464 hartree/bohr


Entry 3:
ORCA calculation (ωB97M-V with the def2-TZVPD basis set) on a 2-piece molecular cluster, C3H2INS overall.

```
8
Properties=species:S:1:pos:R:3:forces:R:3:lowdin_charge:R:1
S -2.279784 -1.608991 0.323834 -1.5 2.7 1.9 0.74
C -0.933123 -1.036998 -0.484874 2.1 -2.1 -1.1 -0.68
C 0.199951 -0.979272 -0.959544 -1.2 0.8 0.1 -0.79
I 1.825266 -0.433999 -2.004896 -0.4 -0.2 0.3 0.85
H -2.690103 -2.851740 0.193072 1.0 -1.2 -1.2 -0.15
C 1.310555 2.327699 0.963623 -0.2 1.0 -0.1 -0.08
N 1.350842 1.219897 1.204283 0.2 -1.3 0.3 0.07
H 1.216397 3.363403 0.764502 0.1 0.3 -0.1 0.05
```
Positions in Å, forces in eV/Å.

Results
* SMILES: SC#CI.C#N
* net charge: 0
* lowest unoccupied orbital energy: 0.3 eV
* spin multiplicity: 1
* largest force on an atom: 0.0701 hartree/bohr


Entry 4:
ORCA calculation (ωB97M-V with the def2-TZVPD basis set) on C3H2KLiMgO3 as an isolated structure.

```
11
Properties=species:S:1:pos:R:3:forces:R:3:lowdin_charge:R:1
C -1.199458 0.444513 0.380501 9.4 -0.8 -2.1 -0.31
C 0.141712 -0.025858 -0.219093 -7.6 0.7 1.6 -0.09
O -2.256770 -0.120263 0.093085 -4.4 -1.8 -0.5 -0.39
H -1.109328 1.288857 1.064854 -0.2 0.1 0.1 0.12
H 0.273613 -0.878546 -0.890251 -0.1 0.4 0.2 0.11
Li -3.263163 0.161277 -1.301825 0.1 0.2 -0.3 0.85
K -3.482069 -1.695748 1.853358 0.1 -0.1 0.2 1.00
O 1.189716 0.762086 0.083301 2.8 0.1 -1.3 -0.02
C 2.388789 0.396917 -0.303332 -1.4 4.1 8.9 -0.49
O 3.032878 -0.086314 -1.125023 1.2 -3.4 -7.4 0.02
Mg 4.284075 -0.246920 0.364428 0.1 0.5 0.7 1.21
```
Positions in Å, forces in eV/Å.

Results
* net charge: +2
* lowest unoccupied orbital energy (alpha / beta): -7.8 / -7.8 eV
* spin multiplicity: 1
* largest force on an atom: 0.1922 hartree/bohr


Entry 5:
ORCA calculation (ωB97M-V with the def2-TZVPD basis set) on C3H2LiMgO3 as an isolated structure.

```
10
Properties=species:S:1:pos:R:3:forces:R:3:lowdin_charge:R:1
C -0.026012 0.648470 -1.799743 0.1 -0.3 -0.2 0.06
C -0.521872 0.517846 -0.574416 3.8 -0.5 1.5 -0.39
O -1.685004 0.731590 -0.103504 -2.3 -1.0 1.7 -0.22
Mg -2.395547 -0.293271 1.413905 2.9 0.4 -1.4 1.36
H 1.017657 0.860104 -1.974225 0.2 -0.6 0.2 0.07
H -0.635612 0.484648 -2.675075 -0.4 0.6 -0.1 0.07
O 1.872012 -0.582856 0.494070 2.1 0.1 0.5 0.05
C 0.768486 -0.240034 0.736569 -5.5 0.2 -2.2 -0.53
Li 1.603260 -1.253573 2.820065 -0.3 0.1 -1.0 0.85
O 0.002633 -0.872924 1.662356 -0.5 1.0 0.8 -0.33
```
Positions in Å, forces in eV/Å.

Results
* net charge: +1
* lowest unoccupied orbital energy (alpha / beta): -6.7 / -6.7 eV
* spin multiplicity: 1
* largest force on an atom: 0.1145 hartree/bohr


Entry 6:
ORCA calculation (ωB97M-V with the def2-TZVPD basis set) on C3H2MgO4 as an isolated structure.

```
10
Properties=species:S:1:pos:R:3:forces:R:3:lowdin_charge:R:1
O -0.930536 1.996228 -1.263633 0.2 -0.2 0.0 0.16
C -1.361615 2.474137 -2.238683 -0.6 0.5 -0.2 -0.31
O -1.831951 2.994433 -3.146029 0.4 -0.3 0.2 0.30
O -0.720840 -1.251017 0.121657 -0.3 0.8 -0.4 -0.32
C 0.296299 -1.800728 0.830774 0.5 0.1 0.5 -0.35
C 1.272807 -1.023984 1.359777 -0.2 -0.7 -0.2 -0.35
O 1.284957 0.314467 1.151490 -0.5 0.8 -0.3 -0.31
Mg -0.355082 0.637847 0.201726 0.9 -1.6 0.6 0.98
H 0.277508 -2.884406 1.003084 -0.1 0.4 -0.1 0.09
H 2.068454 -1.456977 1.979837 -0.2 0.2 -0.3 0.10
```
Positions in Å, forces in eV/Å.

Results
* net charge: 0
* lowest unoccupied orbital energy: -1.1 eV
* spin multiplicity: 1
* largest force on an atom: 0.0372 hartree/bohr


Entry 7:
ORCA calculation (ωB97M-V with the def2-TZVPD basis set) on a 2-piece molecular cluster, C3H2N2O overall.

```
8
Properties=species:S:1:pos:R:3:forces:R:3:lowdin_charge:R:1
C -1.744905 0.095237 0.674207 4.7 0.5 -3.0 -0.18
C 0.781729 -0.432795 -1.032424 0.3 -1.2 -1.2 -0.45
C 0.068976 0.568210 -0.208409 -3.6 0.1 2.0 0.01
N -2.642111 0.135153 1.365901 -2.1 0.0 1.5 0.00
N 1.086145 -0.284681 0.244990 0.5 0.7 1.2 0.17
O 1.062514 -1.087603 -1.991222 -0.6 0.8 0.3 0.13
H -0.237095 1.659753 -0.101883 1.4 -1.5 -0.3 0.13
H 1.624747 -0.653274 1.048839 -0.7 0.6 -0.6 0.19
```
Positions in Å, forces in eV/Å.

Results
* net charge: 0
* lowest unoccupied orbital energy: -0.4 eV
* spin multiplicity: 1
* largest force on an atom: 0.1094 hartree/bohr


Entry 8:
ORCA calculation (ωB97M-V with the def2-TZVPD basis set) on one molecule with the formula C3H2N2O.

```
8
Properties=species:S:1:pos:R:3:forces:R:3:lowdin_charge:R:1
C 0.739446 0.823572 0.592093 0.5 4.1 1.4 -0.16
C -0.344671 0.346316 0.162419 -4.6 0.8 1.9 -0.03
C -1.357659 -0.452653 -0.262643 0.2 1.0 -2.6 -0.38
N 1.613813 -0.153712 0.200441 2.3 -3.4 -1.8 0.02
N 1.775031 -1.033609 -0.470475 1.9 0.2 0.8 0.26
O -2.383059 -0.922726 0.199620 0.4 -0.4 0.3 0.00
H 1.086764 1.827640 0.996367 -0.1 -1.7 -0.7 0.14
H -1.129666 -0.434827 -1.417823 -0.6 -0.5 0.7 0.15
```
Positions in Å, forces in eV/Å.

Results
* net charge: 0
* lowest unoccupied orbital energy (alpha / beta): -1.1 / -1.1 eV
* spin multiplicity: 1
* largest force on an atom: 0.0974 hartree/bohr


Entry 9:
ORCA calculation (ωB97M-V with the def2-TZVPD basis set) on one molecule with the formula C3H2N2O2.

```
9
Properties=species:S:1:pos:R:3:forces:R:3:lowdin_charge:R:1
N 1.403548 -3.300610 0.427218 -4.6 6.4 -0.3 0.16
C 0.714181 -2.288335 0.290738 5.7 -7.3 -0.3 -0.17
C 0.100413 -1.190290 -0.370295 -3.8 -1.4 -0.8 -0.17
N 0.454555 -0.058704 0.057441 -1.0 1.3 0.1 0.11
O -0.446520 0.949142 -0.414151 1.0 -0.6 0.8 -0.06
C -0.446642 2.146463 0.257993 3.8 2.1 2.9 -0.25
O 0.250024 2.641403 1.201527 -3.4 -3.3 -4.4 0.04
H -0.919637 -1.577467 -1.055308 3.1 1.8 1.8 0.22
H -1.109922 2.678399 -0.395164 -0.8 1.0 0.2 0.13
```
Positions in Å, forces in eV/Å.

Results
* SMILES: N#C/C=N/OC=O
* net charge: 0
* lowest unoccupied orbital energy: -1.0 eV
* spin multiplicity: 1
* largest force on an atom: 0.1801 hartree/bohr


Entry 10:
ORCA calculation (ωB97M-V with the def2-TZVPD basis set) on one molecule with the formula C3H2N2O2.

```
9
Properties=species:S:1:pos:R:3:forces:R:3:lowdin_charge:R:1
H -0.862466 0.048598 2.364585 0.3 0.0 -0.6 0.07
N 0.010040 -0.460779 2.212769 0.6 -0.3 -0.4 0.15
C 0.494590 -0.523496 1.072145 0.5 -0.5 0.9 -0.25
N 1.777231 -1.171338 0.325472 -1.1 0.6 0.6 0.29
C 0.875506 -0.485636 -0.237209 -0.2 0.1 0.1 -0.38
O 0.540415 -0.016017 -1.453870 0.1 -0.1 0.0 0.11
C -0.644388 0.686645 -1.417496 -0.6 0.3 0.2 -0.26
O -1.305772 0.874829 -0.443006 0.3 0.0 -0.6 0.11
H -0.878303 1.040275 -2.423084 0.1 0.0 -0.1 0.15
```
Positions in Å, forces in eV/Å.

Results
* SMILES: [H]/N=c1/nc1OC=O
* net charge: 0
* lowest unoccupied orbital energy: 0.3 eV
* spin multiplicity: 1
* largest force on an atom: 0.0264 hartree/bohr


Entry 11:
ORCA calculation (ωB97M-V with the def2-TZVPD basis set) on one molecule with the formula C3H2N2O2.

```
9
Properties=species:S:1:pos:R:3:forces:R:3:lowdin_charge:R:1
O -0.292367 -0.049472 -1.902456 0.1 0.4 0.4 0.09
C 0.229975 0.810619 -1.260423 -0.2 -0.2 -0.2 -0.37
C 1.619853 -0.995892 0.289651 -0.7 -0.5 0.7 0.13
N 0.572249 -1.100122 0.833783 1.0 0.2 -0.4 0.01
C -0.682017 -0.615054 1.129046 -0.2 0.3 -0.1 -0.17
N -1.098889 0.510658 0.694778 0.0 -0.4 0.1 0.11
O -0.105123 1.214549 0.003126 0.1 0.1 -0.1 -0.07
H 1.090014 1.426183 -1.556742 -0.2 0.0 -0.1 0.15
H -1.333695 -1.201468 1.769237 0.1 0.1 -0.2 0.13
```
Positions in Å, forces in eV/Å.

Results
* net charge: 0
* lowest unoccupied orbital energy: -0.2 eV
* spin multiplicity: 1
* largest force on an atom: 0.0208 hartree/bohr


Entry 12:
ORCA calculation (ωB97M-V with the def2-TZVPD basis set) on one molecule with the formula C3H2N2O2.

```
9
Properties=species:S:1:pos:R:3:forces:R:3:lowdin_charge:R:1
C 0.954977 -0.698344 -0.094988 -2.3 1.3 0.5 -0.03
C 0.663906 0.765080 0.017092 1.9 -1.0 -0.2 -0.06
C -0.082022 -1.553559 0.021689 1.3 1.0 -0.7 -0.20
N -0.557646 1.028877 0.070533 -1.5 -0.1 -0.5 -0.29
N -1.659186 0.446966 -0.059571 -1.8 -2.0 0.3 0.11
O -0.885463 -2.358272 -0.001246 -0.8 -1.0 0.2 0.23
O -1.569844 1.945467 -0.018641 0.6 1.9 0.1 0.03
H 1.843502 -1.193676 0.129360 1.7 -0.2 0.2 0.08
H 1.291774 1.617462 -0.064232 0.9 0.1 0.1 0.12
```
Positions in Å, forces in eV/Å.

Results
* net charge: 0
* lowest unoccupied orbital energy: 0.5 eV
* spin multiplicity: 1
* largest force on an atom: 0.0530 hartree/bohr